The molecule C18H23N3O6S. Source: the OMol25 dataset; level of theory: wB97M-V/def2-TZVPD.

Geometry as ORCA input:
```
! wB97M-V def2-TZVPD RIJCOSX def2/J DEFGRID3
* xyz 0 1
C -0.66 -4.58 0.11
O -0.40 -3.44 0.90
C -1.16 -2.32 0.71
C -0.85 -1.23 1.52
C -1.53 -0.04 1.37
C -2.52 0.09 0.41
N -3.20 1.31 0.21
C -2.66 2.55 0.09
O -3.38 3.54 0.07
C -1.19 2.61 -0.05
C -0.36 1.72 -0.71
C 0.94 2.22 -0.61
S 2.36 1.35 -1.16
O 3.53 2.14 -0.87
O 2.17 0.88 -2.50
N 2.24 0.02 -0.13
C 2.53 -1.28 -0.69
C 4.04 -1.53 -0.68
O 4.57 -1.40 0.62
C 4.34 -0.10 1.13
C 2.84 0.22 1.17
C 0.87 3.41 0.09
N -0.42 3.64 0.40
C -0.90 4.78 1.15
C -2.88 -1.02 -0.37
O -3.90 -0.81 -1.24
C -4.32 -1.88 -2.06
C -2.19 -2.22 -0.22
H -1.67 -4.96 0.27
H -0.52 -4.37 -0.96
H 0.06 -5.32 0.43
H -0.07 -1.34 2.25
H -1.28 0.80 2.00
H -4.19 1.25 0.06
H -0.64 0.82 -1.22
H 2.15 -1.28 -1.71
H 2.01 -2.03 -0.09
H 4.27 -2.55 -0.99
H 4.53 -0.82 -1.36
H 4.77 -0.08 2.13
H 4.84 0.65 0.50
H 2.68 1.26 1.45
H 2.34 -0.44 1.88
H 1.66 4.08 0.36
H -0.32 5.66 0.88
H -0.79 4.60 2.23
H -1.95 4.95 0.92
H -3.52 -2.22 -2.72
H -4.69 -2.72 -1.46
H -5.14 -1.49 -2.66
H -2.46 -3.06 -0.83
*
```

Summary:
- Lowest unoccupied orbital energy: 0.49 eV
- Kohn-Sham gap: 8.602 eV
- M: 409.46 g mol⁻¹
- HOMO level: -8.1 eV
- ΔE to the lowest compared entry with this formula, charge and spin: 2.933 eV
- Strongest force on any atom: 1.019 eV Å⁻¹



A 2-piece molecular cluster, C2HF3S overall. Source: the OMol25 dataset; level of theory: wB97M-V/def2-TZVPD.

Geometry as ORCA input:
```
! wB97M-V def2-TZVPD RIJCOSX def2/J DEFGRID3
* xyz 0 1
C 0.53 0.22 0.27
C 0.19 -0.94 -0.25
F 0.94 0.26 1.62
F -0.09 -2.09 0.35
F -0.22 -0.95 -1.48
S -1.84 2.35 -0.40
H 0.48 1.15 -0.11
*
```

Summary:
- Lowest unoccupied orbital energy (alpha / beta): -3.09 / -3.10 eV
- Kohn-Sham gap (alpha / beta): 7.136 / 7.101 eV
- M: 114.09 g mol⁻¹
- HOMO level (alpha / beta): -10.2 / -10.2 eV
- ΔE to the lowest compared entry with this formula, charge and spin: 4.192 eV
- Strongest force on any atom: 5.105 eV Å⁻¹



C30H46Br2N6O2PbSSi as an isolated structure. Source: the OMol25 dataset; level of theory: wB97M-V/def2-TZVPD.

Geometry as ORCA input:
```
! wB97M-V def2-TZVPD RIJCOSX def2/J DEFGRID3
* xyz 2 1
Pb -0.05 0.43 0.20
C 3.00 -3.43 0.40
C 1.91 -2.43 0.12
N 1.49 -1.59 0.98
N 2.20 -1.47 2.14
C 1.75 -1.23 3.31
N 2.58 -0.70 4.24
S 0.17 -1.54 4.09
C 1.30 -2.38 -1.24
C 1.59 -3.37 -2.16
C 1.04 -3.32 -3.44
C 0.20 -2.27 -3.76
C -0.03 -1.30 -2.79
N 0.49 -1.35 -1.57
H 3.48 -3.18 1.34
H 3.74 -3.44 -0.40
H 2.58 -4.43 0.49
H 3.54 -0.56 3.97
H 2.39 -0.81 5.22
H 2.26 -4.18 -1.90
H 1.28 -4.08 -4.17
H -0.26 -2.18 -4.73
H -0.67 -0.46 -3.01
C 3.49 3.59 -3.58
C 2.77 3.58 -2.26
C 2.78 4.67 -1.40
C 2.09 4.63 -0.20
C 1.39 3.47 0.09
Br 0.37 3.36 1.69
N 1.37 2.41 -0.70
C 2.05 2.47 -1.85
H 4.00 4.54 -3.74
H 2.80 3.43 -4.41
H 4.24 2.80 -3.62
H 3.33 5.56 -1.66
H 2.08 5.46 0.49
H 2.01 1.58 -2.47
C -5.26 -0.54 -1.75
C -5.43 0.59 -2.79
C -6.94 0.87 -3.00
C -4.83 0.07 -4.11
Si -4.65 2.22 -2.27
Br -2.17 1.16 -1.38
C -3.95 3.35 -3.62
C -3.30 4.60 -3.00
C -5.15 3.78 -4.49
C -2.89 2.69 -4.51
C -5.18 3.00 -0.64
C -6.28 4.03 -0.98
C -5.77 1.95 0.32
C -4.04 3.71 0.12
H -5.63 -1.47 -2.19
H -5.83 -0.36 -0.84
H -4.22 -0.69 -1.48
H -7.43 -0.06 -3.30
H -7.11 1.60 -3.79
H -7.43 1.22 -2.09
H -5.33 -0.87 -4.37
H -3.76 -0.12 -4.02
H -4.99 0.76 -4.94
H -3.99 5.19 -2.41
H -2.93 5.23 -3.81
H -2.44 4.33 -2.37
H -5.93 4.29 -3.91
H -5.62 2.94 -5.00
H -4.80 4.48 -5.25
H -2.07 2.27 -3.92
H -2.47 3.45 -5.17
H -3.29 1.90 -5.14
H -7.14 3.57 -1.48
H -5.92 4.84 -1.62
H -6.64 4.48 -0.06
H -6.64 1.45 -0.10
H -6.09 2.46 1.23
H -5.02 1.21 0.60
H -3.62 4.55 -0.43
H -3.24 3.02 0.37
H -4.45 4.10 1.06
O -1.77 -0.49 1.98
C -1.76 -1.68 2.21
C -2.76 -2.71 1.77
C -2.06 -4.06 1.98
C -0.87 -3.75 2.87
O -0.10 -4.48 3.39
N -0.77 -2.32 2.94
H -3.10 -2.53 0.76
H -3.63 -2.61 2.43
H -1.68 -4.47 1.04
H -2.67 -4.83 2.44
*
```

Summary:
- Lowest unoccupied orbital energy: -5.50 eV
- Kohn-Sham gap: 8.143 eV
- M: 949.90 g mol⁻¹
- HOMO level: -13.6 eV
- ΔE to the lowest compared entry with this formula, charge and spin: 0.485 eV
- Strongest force on any atom: 1.419 eV Å⁻¹